Computed, not measured: a single C2H3ClO3S molecule in a non-equilibrium geometry, with the ωB97M-V functional and the def2-TZVPD basis.

- multiplicity = 1
- total charge = 0
- electronic energy (Eh) = -1162.04201
- orbital gap (eV) = 9.634

Each line ends with the natural charge from an NBO analysis.
CARTESIAN COORDINATES (ANGSTROEM)
C (0.0350, 0.7604, -1.2278)  0.10
C (0.9143, -0.0998, -0.6877)  -0.29
O (-1.5897, -0.5061, 1.4811)  -0.90
O (-1.2095, 0.8882, -0.7048)  -0.72
O (-0.1994, 1.5428, 1.6195)  -0.87
S (-1.3980, 1.0823, 1.0466)  1.74
Cl (2.4635, -0.1899, -1.4983)  -0.02
H (0.1162, 1.4981, -2.0916)  0.22
H (-2.0920, -0.9663, 0.7577)  0.51
H (0.7640, -0.8737, 0.0724)  0.24

Computed, not measured: a single C2H3ClS molecule in a non-equilibrium geometry, with the ωB97M-V functional and the def2-TZVPD basis.

- multiplicity = 1
- total charge = 0
- electronic energy (Eh) = -936.26316
- orbital gap (alpha / beta) (eV) = 7.710 / 7.697

Each line ends with the natural charge from an NBO analysis.
CARTESIAN COORDINATES (ANGSTROEM)
C (-0.4708, -0.6849, 0.0078)  -0.71
C (1.9432, 0.5133, -0.7168)  -0.57
S (1.0172, -0.9101, -0.7876)  0.59
Cl (3.5662, 0.4228, -1.2263)  0.05
H (-0.5142, 0.1500, 0.5462)  0.20
H (-0.9516, -1.6235, 0.0161)  0.23
H (1.3486, 1.3575, -0.6424)  0.21

Computed, not measured: a molecular structure, C2H3CoO2 in a non-equilibrium geometry, with the ωB97M-V functional and the def2-TZVPD basis.

- multiplicity = 4
- total charge = +1
- electronic energy (Eh) = -1610.82813
- orbital gap (alpha / beta) (eV) = 8.581 / 8.321

Each line ends with the Löwdin spin population.
CARTESIAN COORDINATES (ANGSTROEM)
O (-0.4081, 1.2500, -0.0578)  0.23
C (0.2900, 0.3360, -0.5343)  0.32
Co (1.6015, 1.1014, 0.6520)  2.32
O (0.0408, -0.9203, -0.0900)  0.10
C (-1.3272, -1.3149, 0.1057)  0.02
H (-1.3113, -2.4055, 0.1995)  0.00
H (-1.7494, -0.8722, 1.0149)  0.01
H (-1.9474, -0.9983, -0.7404)  0.00

Computed, not measured: a molecular structure, C2H3EuFO2P in a non-equilibrium geometry, with the ωB97M-V functional and the def2-TZVPD basis.

- multiplicity = 8
- total charge = +1
- electronic energy (Eh) = -1379.71961
- orbital gap (alpha / beta) (eV) = 6.298 / 7.296

Each line ends with the Löwdin spin population.
CARTESIAN COORDINATES (ANGSTROEM)
P (4.1889, 0.2677, 0.5847)  0.48
F (3.7552, -0.7307, -0.8694)  0.06
O (-0.2855, 1.3215, -0.2555)  -0.04
C (-1.4541, 0.6795, 0.0376)  0.00
H (-2.2555, 0.8132, -0.7251)  0.00
H (-1.9304, 1.0085, 0.9907)  0.00
C (-1.2855, -0.7995, 0.1788)  0.00
O (-0.1766, -1.3166, 0.0688)  -0.01
Eu (1.6073, 0.1809, -0.4291)  6.52
H (-2.1638, -1.4246, 0.4185)  0.00

Computed, not measured: a single C2H3F2N molecule in a non-equilibrium geometry, with the ωB97M-V functional and the def2-TZVPD basis.

- multiplicity = 3
- total charge = 0
- electronic energy (Eh) = -332.24736
- orbital gap (alpha / beta) (eV) = 6.392 / 8.090

Each line ends with the Löwdin spin population.
CARTESIAN COORDINATES (ANGSTROEM)
C (-0.5294, 0.1830, -0.0196)  0.55
C (0.6717, -0.6531, 0.0145)  0.10
N (-0.4708, 1.3938, -0.0635)  1.05
F (-1.7289, -0.5544, -0.1476)  0.15
F (1.7103, 0.2580, -0.1563)  0.03
H (0.7430, -1.0306, 1.0578)  0.04
H (0.9339, -1.6202, -0.5841)  0.03
H (-1.3299, 2.0234, -0.1012)  0.05

Computed, not measured: a single C2H3F2N3 molecule in a non-equilibrium geometry, with the ωB97M-V functional and the def2-TZVPD basis.

- multiplicity = 1
- total charge = 0
- electronic energy (Eh) = -441.80322
- orbital gap (eV) = 11.051

Each line ends with the natural charge from an NBO analysis.
CARTESIAN COORDINATES (ANGSTROEM)
C (1.3285, -0.8105, 0.2525)  -0.07
C (-1.7581, 0.3552, -0.2974)  0.45
N (0.2674, -0.0263, 0.7812)  -0.14
N (-1.0596, -0.1613, 0.6263)  -0.29
N (1.0143, 0.4188, -0.3587)  0.03
F (-3.0626, 0.0430, -0.2546)  -0.33
F (1.7305, 1.5728, -0.1440)  -0.23
H (2.1436, -0.8197, 0.8443)  0.21
H (1.0257, -1.6081, -0.3181)  0.20
H (-1.6296, 1.0360, -1.1314)  0.18